No. 1
Entry from OMol25: a cluster of 9 separate species, C17H53BF4N13O8 in total in a non-equilibrium geometry (ωB97M-V with the def2-TZVPD basis set).

Geometry as XYZ:
```
96
Properties=species:S:1:pos:R:3:forces:R:3
H 12.007 -3.312 -39.080 0.094 0.071 -0.227
C 14.447 -4.000 -28.926 -0.690 0.213 -0.443
N 14.853 -6.770 -37.474 -3.278 0.726 -1.612
H 5.138 -3.993 -33.782 -0.389 -0.625 0.852
H 7.353 -6.003 -29.651 -0.797 0.438 0.147
H 9.650 -9.276 -33.301 -0.666 -0.290 -0.387
C 14.236 -3.219 -30.282 0.711 0.215 1.189
N 14.094 -5.397 -29.101 -0.051 -0.661 -0.590
C 11.132 -3.287 -40.913 -1.282 0.273 -0.420
H 5.698 -1.834 -28.103 0.386 0.384 0.398
C 8.150 -6.086 -27.681 -1.175 -0.010 1.415
H 18.933 -2.217 -37.137 0.061 0.345 -0.368
H 8.948 -5.707 -27.043 0.393 -0.021 -0.395
H 4.844 -6.328 -34.977 0.372 0.297 0.246
H 6.513 -4.463 -35.757 0.495 0.017 0.003
N 8.928 -0.403 -36.214 0.450 -1.752 -4.231
H 15.968 -4.635 -27.452 -0.309 0.068 -0.098
C 15.891 -7.101 -36.792 3.249 -0.601 1.247
H 8.948 0.417 -33.302 0.261 -0.609 0.020
H 6.584 -1.855 -29.596 0.005 0.272 -0.299
H 1.765 -3.955 -32.381 0.311 -0.389 0.082
C 8.566 0.346 -35.227 -2.353 4.507 -0.287
O 17.045 -7.125 -37.192 0.452 0.102 -0.214
H 14.895 -6.483 -38.441 -0.190 -0.209 0.406
H 13.732 -3.592 -28.212 -0.095 0.113 0.028
B 10.967 -4.677 -35.028 -0.318 -1.168 0.309
F 10.791 -5.404 -36.213 0.034 -0.262 -0.905
H 15.870 -2.549 -35.757 0.300 -0.030 -0.116
C 8.434 -9.381 -35.004 -0.902 -3.081 1.693
O 3.040 -3.559 -33.928 -0.138 0.295 -0.166
H 8.588 -0.117 -37.120 0.551 -0.357 -0.002
H 14.928 -3.629 -31.019 0.288 -0.036 -0.237
O 14.481 -1.843 -30.064 1.185 0.527 0.199
F 9.715 -4.605 -34.408 -0.666 0.835 0.133
H 16.363 -7.638 -34.910 -0.269 0.031 -0.215
O 7.927 1.420 -35.332 0.543 -1.390 0.188
H 3.862 -3.843 -36.540 -0.641 0.104 0.389
C 14.481 -1.087 -31.240 -1.559 0.192 -1.544
H 13.460 -0.989 -31.608 -0.637 0.061 0.152
C 6.667 -2.085 -28.534 -0.690 -0.761 -1.020
C 7.975 -3.975 -29.057 -0.475 0.042 0.723
H 3.206 -5.887 -35.274 -0.190 -0.247 -0.263
H 7.857 -8.904 -36.866 0.196 0.271 0.244
O 7.804 -10.417 -34.786 -0.038 0.265 -0.501
N 9.325 -8.880 -34.171 2.529 1.639 2.902
C 15.826 -3.910 -28.253 0.004 1.170 -0.761
H 16.667 -3.975 -28.944 -0.056 -0.470 -0.323
C 4.210 -5.797 -35.688 -0.277 0.801 0.953
F 11.552 -3.455 -35.313 -0.049 0.547 0.142
C 4.519 -4.268 -35.781 -0.537 -0.517 0.078
N 18.236 -1.629 -37.571 4.316 -0.041 -1.149
H 9.711 -1.023 -36.064 -0.274 -0.063 -0.852
N 16.804 -2.474 -36.131 -0.444 -2.401 3.036
H 7.537 -1.531 -28.181 -0.065 -0.069 0.596
C 17.011 -1.678 -37.143 -1.823 1.156 -0.610
H 9.106 -7.903 -36.108 -0.395 -0.041 -0.742
H 13.235 -3.291 -30.707 -0.324 -0.576 0.271
F 11.743 -5.459 -34.162 0.891 -0.051 0.246
H 8.144 -7.176 -27.652 0.464 -0.103 -0.400
H 9.459 -6.869 -29.719 -0.038 -0.294 0.601
H 14.913 -1.530 -32.137 0.879 -0.579 0.319
N 10.110 -3.985 -40.408 -2.646 -1.651 0.025
H 13.155 -5.510 -29.457 -0.629 0.305 0.400
H 14.812 -0.049 -31.226 0.508 -0.230 1.056
H 9.969 -4.298 -39.458 0.564 0.264 -0.112
H 7.255 -5.863 -27.100 -0.324 0.349 -0.224
N 8.402 -8.626 -36.062 -0.907 1.612 -3.452
C 2.815 -4.095 -32.636 2.008 0.311 -0.262
C 8.124 -5.498 -29.069 -0.803 -0.544 0.911
N 5.811 -4.100 -36.386 0.488 0.201 0.227
H 9.346 -5.641 -30.637 0.249 0.548 -0.384
C 4.371 -3.502 -34.381 0.635 -1.582 -1.578
H 17.580 -2.901 -35.646 -0.497 -0.044 0.016
O 16.130 -1.030 -37.642 -1.763 1.308 -1.025
H 12.836 -2.456 -40.340 -0.247 -0.165 0.128
N 9.373 -5.865 -29.652 1.516 0.248 -1.402
O 6.758 -3.494 -28.416 1.235 -0.709 -0.485
H 8.808 -3.578 -28.477 0.329 0.076 -0.061
H 14.022 -6.987 -36.943 -0.653 0.606 -1.221
H 4.813 -2.506 -34.414 -0.667 0.553 -0.449
H 9.502 -1.034 -34.233 -0.009 0.202 1.173
H 3.282 -5.077 -32.568 -1.082 -0.916 -0.286
H 9.552 -7.902 -34.285 0.279 -0.141 0.241
H 8.055 -3.599 -30.077 -0.161 0.170 -0.190
H 14.594 -5.742 -29.908 0.725 -0.299 -0.048
H 5.962 -3.106 -36.484 0.464 0.159 -0.120
N 8.991 -0.169 -34.123 0.895 -0.728 3.994
H 9.335 -4.204 -41.018 0.336 0.207 -0.017
H 14.677 -7.336 -35.078 0.203 0.154 -0.222
H 4.325 -6.373 -36.606 -0.227 0.553 -0.266
H 15.932 -2.889 -27.887 -0.009 -0.024 0.404
H 18.522 -0.910 -38.220 -0.213 -0.338 0.181
H 3.523 -3.635 -31.946 -0.534 0.986 0.565
O 11.184 -2.842 -42.029 -0.335 0.197 -2.286
N 15.580 -7.443 -35.517 0.400 -0.688 1.882
N 12.060 -3.033 -40.049 3.533 0.781 3.056
```
Positions in Å, forces in eV/Å.

Summary:
Total energy   -2417.96558 a.u.
Molar mass   654.50 Da
HOMO energy   -7.30 eV
Net charge   -1
ΔE to the lowest compared entry with this formula, charge and spin   111.2 kcal per mole
LUMO   1.9 eV

---

No. 2
Entry from OMol25: a cluster of 12 separate species, C17H58O12 in total in a non-equilibrium geometry (ωB97M-V with the def2-TZVPD basis set).

Geometry as XYZ:
```
87
Properties=species:S:1:pos:R:3:forces:R:3
H 21.836 -14.548 -17.146 0.296 0.011 0.184
H 24.552 -16.115 -16.037 -0.093 0.034 0.009
C 21.622 -14.869 -9.329 -1.468 0.391 -0.378
H 27.923 -9.042 -16.994 -0.278 -0.128 -0.160
H 18.184 -13.469 -13.960 -0.100 -0.060 -0.003
H 19.259 -14.789 -16.264 0.096 0.065 0.040
O 25.219 -14.580 -17.292 0.298 -1.634 -0.136
H 20.657 -16.813 -9.877 -0.269 0.478 -0.075
H 20.447 -15.267 -12.509 -0.112 0.150 0.283
H 23.661 -13.311 -14.101 -0.162 0.020 -0.082
H 20.961 -16.551 -8.154 -0.102 0.029 -0.056
C 27.716 -9.574 -16.071 0.818 0.185 0.974
O 23.806 -11.224 -17.140 -0.401 0.197 0.373
H 19.851 -14.488 -17.893 0.095 -0.007 -0.030
H 24.251 -15.856 -13.263 -0.166 0.451 -0.050
H 26.023 -12.576 -19.249 -0.055 0.004 0.002
H 22.457 -11.372 -11.327 -0.335 -0.081 -0.221
H 25.149 -7.808 -15.837 0.066 -0.203 0.129
C 19.506 -15.736 -12.220 0.388 -0.038 -1.117
H 22.750 -12.137 -15.076 -0.241 -0.130 -0.040
C 22.273 -8.628 -9.756 -0.558 0.479 -0.536
H 22.730 -9.004 -8.846 -0.026 -0.135 -0.001
H 22.777 -17.259 -10.173 -0.101 0.335 0.067
H 22.886 -15.140 -12.397 -0.093 -0.170 0.150
H 19.706 -16.803 -12.337 -0.367 -0.129 0.487
O 23.278 -11.541 -13.154 -0.033 -0.294 -0.495
H 19.815 -16.145 -17.232 0.038 0.035 -0.122
H 23.891 -9.204 -14.333 0.149 0.083 -0.101
H 25.184 -14.587 -10.360 -0.116 0.072 0.114
H 25.462 -12.503 -16.881 -0.265 0.320 0.042
H 22.620 -7.608 -9.952 0.335 -0.139 -0.001
O 23.417 -17.076 -11.894 -0.648 -0.090 -0.307
H 26.636 -12.287 -14.148 -0.307 -0.227 -0.057
H 17.476 -15.658 -12.799 -0.079 0.020 -0.336
H 24.573 -11.699 -19.716 -0.191 0.130 0.132
H 21.969 -9.039 -11.834 0.055 0.078 0.071
H 28.130 -8.973 -15.247 -0.044 0.172 -0.189
O 24.656 -7.414 -15.111 -0.194 0.349 -0.078
O 25.410 -13.814 -10.885 0.368 0.052 -0.081
H 23.538 -9.539 -11.277 0.005 -0.251 0.244
H 19.210 -15.419 -11.225 0.206 -0.269 0.193
C 22.482 -9.502 -10.979 -0.276 0.366 -0.229
H 21.931 -14.655 -10.354 0.441 -0.026 0.125
O 22.593 -17.017 -9.254 0.080 -0.574 0.358
C 24.746 -15.042 -16.042 0.634 0.126 1.049
C 20.006 -15.094 -17.000 -0.267 -0.232 0.339
H 21.194 -8.492 -9.637 0.065 -0.309 0.388
C 24.673 -12.263 -17.598 -0.914 1.104 -0.116
H 20.722 -14.251 -9.201 0.016 -0.136 0.124
H 25.822 -15.242 -17.640 0.053 -0.151 0.015
O 21.919 -10.791 -10.772 0.648 0.084 0.236
O 26.140 -11.615 -13.670 0.503 0.156 0.018
C 25.290 -11.835 -18.911 0.751 -0.404 0.025
C 22.847 -12.571 -14.079 0.613 -0.116 0.899
O 26.338 -9.771 -15.868 -0.195 -0.106 -0.489
H 25.837 -10.909 -18.725 -0.077 0.088 -0.201
H 26.547 -10.382 -12.069 -0.109 -0.032 -0.018
H 25.262 -12.317 -9.379 0.184 -0.118 -0.023
H 27.637 -11.786 -12.201 -0.325 -0.123 0.111
H 24.225 -11.470 -13.327 0.082 0.198 0.203
H 20.767 -12.486 -13.635 0.016 -0.032 0.118
H 25.475 -14.794 -15.253 0.163 -0.393 -0.104
H 23.869 -14.508 -15.674 -0.273 -0.019 -0.859
C 27.081 -11.029 -12.757 0.503 0.103 0.031
H 27.833 -10.438 -13.289 -0.198 0.114 -0.053
C 23.241 -16.046 -12.872 1.510 -0.069 -0.398
C 18.430 -15.281 -13.190 -0.276 0.102 0.895
H 24.254 -10.615 -16.544 0.330 -0.025 -0.219
C 24.829 -12.649 -10.324 -1.010 -0.028 -0.449
H 28.299 -10.503 -16.032 -0.216 -0.103 -0.385
H 24.882 -11.863 -11.076 0.425 0.047 0.097
H 23.746 -12.775 -10.205 0.116 -0.117 0.363
H 21.658 -13.423 -12.471 0.172 -0.115 -0.044
H 22.924 -7.794 -14.058 0.199 0.332 -0.054
O 21.310 -14.938 -16.443 -0.201 0.128 -0.445
O 18.425 -13.853 -13.114 -0.050 -0.041 -0.301
C 23.576 -8.258 -14.799 -0.424 -0.817 0.361
C 21.334 -16.346 -9.160 1.151 -0.281 0.210
H 23.727 -17.866 -12.345 0.007 -0.028 0.022
H 22.642 -16.293 -13.752 -0.446 -0.285 0.382
H 18.557 -15.662 -14.204 0.206 0.116 -0.043
H 22.336 -14.535 -8.582 0.278 -0.072 -0.147
H 22.930 -8.533 -15.643 0.213 0.224 -0.175
C 21.589 -13.201 -13.535 -0.583 0.779 -0.593
H 24.026 -13.136 -17.703 0.119 0.579 -0.127
H 26.241 -10.339 -15.092 -0.228 -0.004 0.150
H 21.291 -14.072 -14.120 0.181 -0.049 0.113
```
Positions in Å, forces in eV/Å.

Summary:
Total energy   -1585.16957 a.u.
Molar mass   454.64 Da
SMILES   CCO.CCO.CCO.CCO.CCO.CO.CO.CO.CO.CO.CO.CO
HOMO energy   -9.42 eV
Net charge   0
ΔE to the lowest compared entry with this formula, charge and spin   92.9 kcal per mole
LUMO   0.0 eV

---

No. 3
Entry from OMol25: a structure of composition C17H60B2Cl3Mg2O17S4Ti in a non-equilibrium geometry (ωB97M-V with the def2-TZVPD basis set).

Geometry as XYZ:
```
106
Properties=species:S:1:pos:R:3:forces:R:3
H 2.888 -26.341 -12.633 -0.331 0.064 0.070
H -3.167 -28.364 -4.938 0.513 0.717 0.597
Mg 4.888 -25.941 -7.004 -2.385 -0.700 0.410
H 5.816 -22.251 -11.886 0.387 -0.087 0.326
H 1.122 -27.353 -5.935 -0.278 0.308 0.176
H 4.734 -21.505 -14.744 0.514 1.303 0.370
C 3.816 -21.427 -14.161 -0.685 0.207 0.321
H 3.463 -25.356 -13.960 0.433 -0.009 0.096
C 9.021 -19.435 -8.707 1.663 0.158 -1.490
C 0.175 -16.588 -13.891 -0.043 -0.866 0.242
C 7.244 -25.627 -10.744 -1.523 0.733 2.995
H 0.608 -16.531 -14.889 0.420 -0.043 0.284
H -2.344 -30.098 -6.366 -0.269 0.167 -0.183
H -1.130 -20.938 -13.587 0.543 0.589 -0.092
O 3.611 -20.338 -13.182 1.853 -2.041 -0.740
H 7.838 -17.738 -8.797 -0.027 0.092 -0.112
H 4.600 -19.609 -9.872 0.455 0.023 -0.310
H 0.215 -15.641 -13.353 0.285 -0.285 0.087
B 3.706 -25.772 -5.196 -0.510 -0.173 0.944
C -2.493 -28.011 -5.719 -0.457 -1.112 -2.439
O 7.289 -18.886 -10.407 0.133 0.342 -1.027
Cl 1.011 -22.053 -7.315 2.069 0.030 -1.432
H 2.308 -24.653 -12.919 0.013 0.088 0.526
O -1.578 -26.994 -5.344 0.979 1.541 -0.565
Cl 5.503 -21.281 -7.170 -1.066 0.144 -0.886
H 3.424 -18.742 -5.527 -0.559 -0.186 -0.323
C 0.739 -26.961 -6.877 -0.399 0.451 0.485
O -1.016 -25.309 -12.958 -0.422 1.495 2.373
H -0.069 -24.658 -9.544 0.222 0.213 -0.215
H 6.165 -25.521 -10.856 -0.183 -0.546 -1.042
H -1.237 -29.016 -7.237 -0.219 0.176 0.032
H -0.863 -16.886 -14.036 0.050 -0.222 0.302
H 1.018 -24.766 -11.080 0.099 0.482 0.479
Cl 3.654 -25.150 -8.841 -0.048 0.684 -0.251
B 6.358 -24.505 -6.770 1.441 -0.009 -0.304
H -1.254 -18.466 -9.537 -0.187 -0.229 0.197
O -2.471 -24.760 -10.944 -0.306 -0.114 -0.284
C 3.167 -25.324 -12.912 0.727 -0.200 -0.006
C 3.216 -19.426 -4.705 1.560 0.619 0.205
O 8.064 -25.442 -11.802 0.906 -0.028 -1.707
C -1.005 -19.404 -10.033 -1.109 -0.639 1.781
S 1.028 -17.921 -12.941 1.724 -1.160 2.496
H 3.037 -21.398 -14.922 -0.266 -0.159 0.261
O -0.694 -24.675 -6.097 0.009 -4.650 -0.861
O 4.079 -21.871 -10.930 -2.013 -0.819 1.670
H 3.318 -26.152 -6.129 -2.008 -1.598 -3.416
H -3.117 -27.691 -6.553 -0.252 0.615 0.307
H 6.954 -19.183 -8.408 0.008 -0.141 0.020
O 1.275 -19.139 -13.776 -0.578 2.794 1.144
C 7.754 -18.797 -9.040 -2.222 1.463 1.152
C -0.685 -21.860 -13.961 -1.182 0.553 1.613
H 3.201 -26.124 -4.310 -1.606 -1.904 2.748
H 0.495 -23.421 -13.243 -0.081 -0.438 0.501
H 3.956 -24.559 -11.269 -0.136 -0.132 0.158
H 4.780 -25.836 -5.113 4.503 -1.199 0.565
H 0.677 -27.803 -7.566 -0.627 0.281 -0.097
C 0.004 -22.570 -12.769 -0.593 -0.664 -1.259
H -0.664 -20.173 -9.340 -0.557 0.111 0.801
H 1.453 -26.227 -7.249 -0.349 0.193 -0.016
H 9.684 -19.078 -9.495 0.441 -0.596 -0.367
O 4.292 -24.908 -12.098 -0.768 0.164 -1.038
S -1.246 -24.653 -11.651 1.653 0.019 -0.824
S -0.887 -26.082 -6.586 -2.127 2.351 -0.723
O -1.782 -26.221 -7.776 2.395 -0.181 2.425
O 2.119 -19.005 -3.939 -0.351 -0.342 0.063
H 0.237 -26.165 -10.486 -0.475 -0.038 0.092
C 0.133 -25.081 -10.528 -0.560 -0.319 -1.206
H 7.988 -26.194 -12.394 0.015 0.042 -0.167
O 2.200 -17.395 -12.119 -3.763 -1.413 -2.742
H -0.066 -21.665 -14.837 0.100 -0.155 0.286
H 5.921 -21.501 -10.212 0.487 0.825 -0.637
C 0.188 -19.247 -10.835 0.204 0.328 -0.480
O 6.438 -16.521 -10.280 0.107 -0.413 -0.249
H 2.373 -19.337 -3.075 -0.720 0.188 0.308
H 0.806 -21.986 -12.317 -0.379 0.191 0.345
H -0.988 -29.443 -5.533 0.369 -0.195 -0.105
H 7.038 -23.727 -7.080 2.034 2.230 -2.741
Mg 6.656 -22.738 -5.697 0.107 1.624 1.669
H 3.877 -18.023 -9.872 0.140 0.267 0.241
H 9.485 -18.908 -7.873 -0.420 -0.657 0.588
H 4.083 -19.269 -4.063 0.573 -0.276 -0.079
H 3.642 -24.698 -5.111 -0.662 4.101 -0.455
H 6.262 -25.231 -7.563 1.181 -2.032 -3.208
H -1.879 -19.821 -10.534 0.168 0.139 -0.299
H -1.625 -22.348 -14.218 0.422 -0.825 -0.340
H 3.845 -22.387 -13.646 -0.608 -0.131 0.220
H 0.922 -18.689 -10.253 0.578 -0.711 -0.064
H 3.973 -21.376 -11.746 -1.025 1.183 -0.734
H 9.000 -20.525 -8.686 0.192 0.169 0.316
C -1.737 -29.196 -6.285 0.575 -0.687 0.963
H 7.432 -26.508 -10.131 0.204 -0.458 -0.165
H 3.239 -20.471 -5.015 -0.520 -0.015 -0.205
H 7.381 -24.798 -10.050 0.656 0.235 0.169
H 6.943 -24.830 -5.924 1.472 -2.114 3.232
O -0.986 -23.010 -11.744 0.957 -0.902 -1.400
H 0.417 -20.249 -11.200 0.901 0.294 -0.277
H 2.777 -19.903 -13.374 -0.442 0.223 -0.271
S 6.123 -17.815 -10.816 -1.294 -1.315 1.774
C 5.412 -22.201 -10.875 2.607 0.002 0.833
O 5.787 -17.961 -12.202 0.601 -0.360 1.011
H 5.665 -23.092 -10.300 -0.757 -0.899 -0.477
C 4.801 -18.560 -9.657 0.449 0.745 -1.377
H 5.394 -24.122 -6.471 -3.197 1.557 0.991
O -0.213 -18.381 -11.882 1.677 1.953 -3.312
H 5.169 -18.454 -8.636 -0.264 0.272 -0.224
Ti 3.377 -22.191 -8.672 -0.961 -0.359 0.959
```
Positions in Å, forces in eV/Å.

Summary:
⟨S²⟩   3.753
Total energy   -6235.14967 a.u.
Molar mass   889.38 Da
HOMO energy (spin up / spin down)   -6.42 / -9.55 eV
Spin multiplicity   4
Net charge   0
LUMO (spin up / spin down)   -1.2 / -1.3 eV